#i
A single C6H11N molecule, computed with ωB97M-V/def2-TZVPD.

Properties
HOMO (Ha): -0.298
Net charge: 0
Kohn-Sham gap (eV): 9.28
2S+1: 1
LUMO (eV): 1.16

Each line ends with the Mulliken charge.
Positions of all 18 atoms, in Å:
C -0.36 -0.31 -3.33  -0.752
C -0.63 -0.51 -2.03  -0.119
C -0.67 0.70 -1.17  -0.360
N -1.18 0.45 0.23  -0.407
C -0.09 0.61 1.21  -0.407
C 0.32 -0.38 1.99  -0.050
C 1.39 -0.24 2.95  -1.161
H -0.41 0.62 -4.00  0.244
H -0.19 -1.26 -3.83  0.247
H -0.48 -1.54 -1.71  0.257
H 0.19 1.37 -1.33  0.343
H -1.47 1.43 -1.69  0.245
H -1.69 -0.54 0.17  0.274
H 0.31 1.60 1.15  0.377
H -0.08 -1.25 1.68  0.354
H 1.70 -1.12 3.45  0.357
H 2.18 0.08 2.34  0.290
H 1.15 0.29 3.93  0.268


#ii
A single C6H11N molecule, computed with ωB97M-V/def2-TZVPD.

Properties
HOMO (Ha): -0.279
Net charge: 0
Kohn-Sham gap (eV): 8.73
2S+1: 1
LUMO (eV): 1.14

Each line ends with the Mulliken charge.
Positions of all 18 atoms, in Å:
C -2.14 0.37 1.85  -1.272
C -1.28 0.34 0.62  -0.276
C 0.03 0.08 0.69  0.635
N 0.72 -0.12 1.87  -0.468
C 0.91 0.00 -0.52  -0.495
C 0.46 -0.20 -1.75  -0.095
C 1.33 -0.38 -2.93  -1.206
H -1.78 -0.39 2.55  0.342
H -3.15 0.04 1.58  0.341
H -2.34 1.31 2.38  0.260
H -1.76 0.67 -0.29  0.321
H 1.49 -0.75 1.96  0.181
H 0.31 0.10 2.77  0.201
H 1.97 0.15 -0.36  0.333
H -0.61 -0.30 -1.92  0.272
H 2.37 -0.61 -2.66  0.316
H 1.16 0.36 -3.71  0.300
H 1.10 -1.31 -3.48  0.312


Most stable structure, least stable structure: #ii, #i.


#i
A single C6H11N molecule, computed with ωB97M-V/def2-TZVPD.

Properties
HOMO (Ha): -0.363
Net charge: 0
Kohn-Sham gap (eV): 10.80
2S+1: 1
LUMO (eV): 0.93

Each line ends with the Mulliken charge.
Positions of all 18 atoms, in Å:
C 1.17 2.16 0.24  -1.275
C 0.70 0.87 0.90  -0.182
C 0.60 -0.33 -0.11  -0.960
C -0.86 -0.74 -0.52  0.716
C -1.00 -2.21 -0.91  -1.470
C -1.68 -0.28 0.60  0.146
N -1.71 0.45 1.50  -0.595
H 0.94 2.99 0.92  0.377
H 2.24 2.19 0.03  0.316
H 0.63 2.35 -0.70  0.300
H 1.36 0.56 1.71  0.297
H -0.30 1.16 1.53  0.288
H 1.13 -0.11 -1.05  0.382
H 1.09 -1.23 0.29  0.362
H -1.18 -0.12 -1.37  0.195
H -0.41 -2.42 -1.81  0.345
H -0.66 -2.87 -0.12  0.372
H -2.05 -2.45 -1.13  0.385


#ii
A single C6H11N molecule, computed with ωB97M-V/def2-TZVPD.

Properties
HOMO (Ha): -0.274
Net charge: 0
Kohn-Sham gap (eV): 8.40
2S+1: 1
LUMO (eV): 0.95

Each line ends with the Mulliken charge.
Positions of all 18 atoms, in Å:
C 1.64 1.66 -1.29  -0.931
C 0.46 1.19 -0.87  -0.260
C 0.20 0.32 0.28  0.824
C 1.32 0.06 1.25  -1.682
C -0.76 -0.63 0.16  0.754
C -2.00 -0.48 -0.66  -1.544
N -0.70 -1.81 0.92  -0.505
H 1.70 2.36 -2.11  0.266
H 2.55 1.35 -0.79  0.220
H -0.41 1.38 -1.48  0.085
H 1.77 -0.93 1.08  0.393
H 1.01 0.06 2.30  0.381
H 2.11 0.79 1.11  0.412
H -2.17 0.55 -0.95  0.365
H -2.90 -0.80 -0.13  0.452
H -1.95 -1.11 -1.55  0.317
H -0.31 -1.65 1.84  0.211
H -1.56 -2.33 0.90  0.241


Most stable structure, least stable structure: #ii, #i.


#i
2 unconnected molecules or ions with the total composition C2H8S, computed with ωB97M-V/def2-TZVPD.

Properties
HOMO (Ha): -0.361
Net charge: 0
Kohn-Sham gap (eV): 10.74
2S+1: 1
LUMO (eV): 0.92

Each line ends with the Mulliken charge.
Positions of all 11 atoms, in Å:
C -1.07 1.70 0.17  -0.819
C -0.68 1.91 -1.34  -0.714
H -1.44 0.66 0.20  0.232
H -1.71 2.45 0.60  0.284
H -0.21 1.87 0.71  0.291
H -1.34 1.25 -1.99  0.235
H -0.76 2.97 -1.49  0.251
H 0.35 1.61 -1.42  0.241
S 2.38 -4.84 0.85  -0.291
H 3.12 -4.63 2.01  0.151
H 1.36 -4.96 1.69  0.140


#ii
2 unconnected molecules or ions with the total composition C2H8S, computed with ωB97M-V/def2-TZVPD.

Properties
HOMO (Ha): -0.329
Net charge: 0
Kohn-Sham gap (eV): 9.94
2S+1: 1
LUMO (eV): 0.98

Each line ends with the Mulliken charge.
Positions of all 11 atoms, in Å:
C -0.87 -3.99 1.19  -0.639
S -1.67 -5.20 2.43  -0.208
H -0.89 -2.86 1.34  0.300
H 0.19 -4.40 0.96  0.213
H -1.59 -4.39 0.46  0.224
H -2.25 -4.30 3.18  0.110
C 1.43 5.06 -1.94  -0.894
H 0.85 4.54 -2.66  0.238
H 0.72 5.30 -1.12  0.219
H 1.92 5.91 -2.34  0.223
H 2.16 4.34 -1.50  0.213


Most stable structure, least stable structure: #i, #ii.


#i
4 unconnected molecules or ions with the total composition C2H13NO4, computed with ωB97M-V/def2-TZVPD.

Properties
HOMO (Ha): -0.307
Net charge: 0
Kohn-Sham gap (eV): 8.74
2S+1: 1
LUMO (eV): 0.38

Each line ends with the Mulliken charge.
Positions of all 20 atoms, in Å:
C -2.01 1.17 -3.06  -0.810
N -1.32 1.94 -2.04  -0.268
C -0.56 1.43 -0.93  -0.332
O -1.33 0.58 -0.11  -0.514
H -1.58 1.30 -4.05  0.294
H -3.09 1.38 -3.06  0.264
H -1.94 0.13 -2.74  0.298
H -1.16 2.88 -2.34  0.190
H 0.26 0.84 -1.34  0.277
H -0.09 2.27 -0.41  0.286
H -2.12 1.11 0.00  0.326
O -2.34 -1.89 2.16  -0.600
H -1.56 -1.63 2.65  0.302
H -2.44 -2.81 2.39  0.302
O 1.85 0.55 0.88  -0.635
H 2.56 0.69 0.22  0.321
H 1.68 -0.37 1.00  0.297
O 4.87 -2.92 2.18  -0.628
H 4.20 -2.23 2.10  0.309
H 5.21 -2.75 3.05  0.321


#ii
4 unconnected molecules or ions with the total composition C2H13NO4, computed with ωB97M-V/def2-TZVPD.

Properties
HOMO (Ha): -0.358
Net charge: 0
Kohn-Sham gap (eV): 10.15
2S+1: 1
LUMO (eV): 0.42

Each line ends with the Mulliken charge.
Positions of all 20 atoms, in Å:
C -0.95 2.52 1.19  -0.878
N -0.73 1.34 0.35  -0.325
C 0.11 0.31 0.83  -0.231
O -0.65 -0.62 1.62  -0.505
H -0.09 2.76 1.82  0.305
H -1.07 3.38 0.55  0.354
H -1.80 2.39 1.85  0.222
H -0.61 1.63 -0.61  0.225
H 0.91 0.69 1.46  0.260
H 0.48 -0.25 -0.03  0.301
H -1.56 -0.34 1.44  0.257
O -2.03 0.14 -3.79  -0.649
H -2.93 -0.10 -3.53  0.322
H -1.53 0.38 -3.01  0.323
O 4.39 -1.27 -2.28  -0.642
H 4.35 -2.22 -2.06  0.323
H 4.17 -1.32 -3.22  0.319
O 0.18 -3.34 2.53  -0.643
H 0.02 -2.38 2.54  0.372
H -0.67 -3.71 2.30  0.291


Most stable structure, least stable structure: #ii, #i.